Molecular formula: C28H78F3FeN12O14
Method: DFT, ωB97M-V/def2-TZVPD

```
! RIJCOSX wB97M-V def2-TZVPD def2/J DEFGRID3
* xyz 2 6
Fe -4.07564 1.90402 0.86444
C -0.92502 1.42344 -0.41954
O -0.20898 0.69817 0.52683
O -2.21956 1.48803 0.00860
C -0.30898 2.86950 -0.63687
F 0.04248 3.41947 0.51150
F 0.74203 2.72270 -1.47779
F -1.16907 3.68195 -1.29034
C 1.08797 0.28823 0.08869
C 1.76772 -0.63644 1.05519
H 1.71271 -0.19361 2.05654
H 1.33132 -1.62960 1.17131
H 2.83036 -0.67587 0.81962
H 1.74915 1.15061 -0.02226
H 1.09246 -0.24499 -0.87001
H -0.88765 0.90353 -1.38723
C 1.25711 -1.13300 5.53606
O 0.34408 -0.29983 5.61527
N 1.01574 -2.47093 5.65805
N 2.53385 -0.83260 5.18990
H 1.78010 -3.05987 5.39626
H 0.09003 -2.79857 5.85636
H 3.15350 -1.61813 5.11322
H 3.00766 0.05044 5.20532
C -4.57944 3.77617 -1.89795
O -4.34324 3.15692 -0.83951
N -5.80794 3.93234 -2.40902
N -3.59251 4.46343 -2.52746
H -5.90301 4.57942 -3.16927
H -6.58156 3.71198 -1.80388
H -3.79761 5.13329 -3.24317
H -2.64985 4.34437 -2.20542
C -3.10826 4.97605 1.90044
O -3.31674 3.86511 1.37802
N -3.78741 6.05979 1.43916
N -2.23554 5.16952 2.89350
H -3.44046 6.98794 1.60572
H -4.48208 5.90722 0.73423
H -2.15124 6.03277 3.39470
H -1.73866 4.32541 3.13169
C -4.42732 -1.19105 1.75720
O -4.28039 0.03293 1.49108
N -4.02735 -2.18810 0.97178
N -5.00971 -1.49920 2.93236
H -3.53207 -1.89882 0.12150
H -4.25633 -3.13527 1.20609
H -5.23732 -2.42891 3.23628
H -5.28395 -0.66455 3.42258
C -2.22670 1.39662 3.71229
O -3.01086 1.79009 2.82731
N -1.20984 0.56963 3.49082
N -2.40877 1.69581 5.03698
H -0.55375 0.25980 4.19818
H -0.96913 0.36807 2.53614
H -1.73505 1.30422 5.67315
H -3.27501 2.12996 5.29514
C -1.85354 -1.84471 -1.66123
O -2.90101 -1.20201 -1.40907
N -0.86212 -1.90605 -0.74509
N -1.65595 -2.46958 -2.81728
H -0.00738 -2.42900 -0.88303
H -1.06814 -1.45562 0.13009
H -0.74969 -2.79703 -3.08364
H -2.39889 -2.38283 -3.49603
C -1.15776 -3.32077 2.85961
C -2.03599 -3.82989 4.01160
C -2.44569 -2.84394 5.09031
O -3.17755 -4.38553 3.34689
H -0.97578 -4.11191 2.13317
H -0.19887 -2.91231 3.20942
H -1.46063 -2.40053 2.35059
H -1.63134 -4.68405 4.57022
H -1.63982 -2.36956 5.63718
H -3.02588 -3.34119 5.87358
H -3.18703 -2.15798 4.67390
H -2.84882 -4.80628 2.54994
C 1.98167 3.13244 -4.41392
C 2.94736 4.18341 -3.86372
C 4.17448 3.57772 -3.19326
O 3.38034 4.97987 -4.95047
H 2.50253 2.62716 -5.23430
H 0.96824 3.43329 -4.68213
H 1.78045 2.29670 -3.73444
H 2.39622 4.84639 -3.19171
H 4.05640 3.11967 -2.20651
H 4.79195 4.44809 -2.95189
H 4.76293 2.89217 -3.80181
H 3.28245 4.50410 -5.77841
C 3.16171 -0.67529 -3.12226
C 1.77276 -1.15826 -3.41134
C 0.95385 -0.41848 -4.45189
O 1.96364 -2.51910 -3.91420
H 3.94285 -1.41972 -2.96347
H 3.26739 0.02246 -2.28790
H 3.55781 -0.16418 -4.00704
H 1.15142 -1.33423 -2.52222
H 1.44870 -0.32441 -5.41634
H 0.65086 0.57718 -4.11793
H -0.02393 -0.89435 -4.56127
H 1.08475 -2.90451 -3.95477
C -4.11606 1.56131 -5.39565
C -2.80152 0.86104 -5.13203
C -2.12985 1.16789 -3.80265
O -2.92718 -0.55976 -5.24445
H -4.91626 1.33364 -4.68942
H -4.43909 1.14538 -6.35702
H -3.95140 2.62712 -5.54558
H -2.11097 1.19014 -5.92264
H -1.51905 0.30572 -3.55164
H -2.94690 1.11097 -3.06551
H -1.73259 2.16168 -3.60035
H -3.78390 -0.68671 -5.66627
C 5.68070 -1.43517 3.43422
C 6.88371 -0.99339 2.60383
C 6.58350 0.18226 1.68586
O 7.95673 -0.60457 3.47710
H 5.09159 -0.52443 3.62021
H 5.96011 -1.89638 4.37942
H 4.93502 -2.05496 2.92808
H 7.22464 -1.84978 2.01931
H 7.53241 0.44408 1.22753
H 6.15021 1.01036 2.25117
H 5.79805 -0.16620 1.00705
H 7.56995 0.11251 3.99678
C 3.20687 -4.04052 0.66606
C 2.66608 -4.45045 -0.70226
C 2.80910 -5.92593 -1.08147
O 1.25741 -4.12353 -0.72344
H 2.93636 -3.03839 0.99326
H 4.29674 -4.10749 0.67310
H 2.88203 -4.74179 1.44079
H 3.12059 -3.74430 -1.40491
H 2.11152 -6.49070 -0.46234
H 3.84701 -6.21648 -0.91983
H 2.55244 -6.15267 -2.11678
H 0.86277 -4.55751 -1.48709
*
```

Computed properties:
HOMO level (spin up / spin down)   -13.44 / -13.44 eV
<S²>   8.76
Max |F|   2.79 eV Å⁻¹
Molar mass   919.84 g mol⁻¹
E_LUMO (spin up / spin down)   -0.1616 / -0.2847 Eh

Molecular formula: C28H78N6O8
Method: DFT, ωB97M-V/def2-TZVPD

```
! RIJCOSX wB97M-V def2-TZVPD def2/J DEFGRID3
* xyz 0 1
C -1.19152 -0.86622 0.31275
C -0.85255 -0.38737 -1.11530
O 0.01101 0.67967 -0.98334
H -0.30047 -1.23978 0.81730
H -1.80872 -1.74681 0.13464
H -1.78473 -0.15315 0.88524
H -1.71061 -0.03711 -1.68902
H -0.40312 -1.27420 -1.56211
H 0.88389 0.37778 -0.72150
C -2.44813 -2.46109 -4.33687
C -1.63284 -3.68695 -3.91817
O -0.20347 -3.31595 -3.93504
H -3.50599 -2.70305 -4.23440
H -2.23719 -2.28087 -5.39097
H -2.36062 -1.47431 -3.88221
H -1.82475 -4.56104 -4.54047
H -1.87521 -4.00202 -2.90325
H 0.20536 -3.89371 -4.58362
C 3.55765 1.17514 -0.30403
C 4.37789 0.26621 0.61711
C 4.58153 0.79185 2.04926
O 5.30912 -0.22240 2.81357
C 5.94986 0.25249 4.01652
N 3.56582 -0.91909 0.74596
H 2.69394 1.54358 0.24947
H 3.23842 0.74818 -1.25476
H 4.20802 1.94755 -0.71453
H 5.38915 0.04918 0.27309
H 3.65597 1.21658 2.43792
H 5.23647 1.65353 2.17836
H 5.21181 0.66509 4.70437
H 6.66375 1.02782 3.73847
H 6.56960 -0.54797 4.42061
H 4.01198 -1.79754 0.52376
H 3.20666 -1.07901 1.67629
C -1.94909 5.56944 -2.35921
C -1.77150 4.06691 -2.14741
C -0.97058 3.34831 -3.37448
O -1.54014 3.64546 -4.65880
C -2.76090 3.08792 -5.11992
N -1.09683 3.83370 -0.83585
H -2.73748 5.93892 -1.70344
H -2.50461 5.90144 -3.23629
H -1.05685 6.17312 -2.19316
H -2.74181 3.60795 -1.95778
H -0.84633 2.26625 -3.33215
H 0.04923 3.72943 -3.32133
H -3.24072 3.82897 -5.75923
H -3.48365 2.98007 -4.31116
H -2.74746 2.08555 -5.54789
H -0.80367 2.87144 -0.92644
H -0.21715 4.31553 -0.71710
C 1.00756 -3.06955 7.63736
C 2.11999 -2.29461 6.94920
C 2.23687 -2.35817 5.39713
O 1.08020 -1.99548 4.65512
C 1.02450 -2.30093 3.30833
N 1.98513 -0.92975 7.45247
H 0.99202 -3.10423 8.72669
H 0.97365 -4.11890 7.34442
H 0.11887 -2.64353 7.17168
H 3.04394 -2.65937 7.39795
H 2.52506 -3.37312 5.12340
H 3.01356 -1.69451 5.01713
H -0.02222 -2.12944 3.05719
H 1.22768 -3.34075 3.05224
H 1.59828 -1.58055 2.72530
H 1.31898 -0.36971 6.93990
H 2.83817 -0.40433 7.32465
C 6.21811 -0.56995 -3.87089
C 5.55896 -0.87129 -2.56200
C 4.12074 -1.45970 -2.89653
O 3.35150 -0.44823 -3.51926
C 1.92497 -0.56710 -3.41554
N 6.34617 -1.95219 -1.99271
H 6.07175 -1.33290 -4.63547
H 7.30221 -0.64788 -3.78868
H 5.86474 0.34032 -4.35529
H 5.44486 -0.00650 -1.90838
H 3.57106 -1.67410 -1.98003
H 4.15326 -2.39653 -3.45275
H 1.46680 0.41840 -3.49896
H 1.62905 -1.06560 -2.49248
H 1.66569 -1.19398 -4.26871
H 6.55704 -2.64993 -2.69183
H 5.98929 -2.48034 -1.20927
C -9.10295 -0.93663 -3.94919
C -7.95861 -1.02585 -2.85823
C -6.95916 0.13363 -2.99864
O -5.94630 0.07567 -1.99146
C -4.92710 1.05110 -1.99637
N -8.49567 -1.02295 -1.48926
H -8.81970 -0.94584 -5.00170
H -9.84354 -0.16650 -3.73347
H -9.83535 -1.70708 -3.70813
H -7.38449 -1.93464 -3.03872
H -7.35659 1.14673 -2.93716
H -6.53786 0.19211 -4.00223
H -5.14856 2.08014 -2.27944
H -4.22348 0.72800 -2.76360
H -4.38252 1.12981 -1.05545
H -8.64782 -1.99482 -1.26033
H -7.81267 -0.57637 -0.89413
C -1.70149 -0.22769 4.41552
C -0.55726 0.67873 4.21247
C -0.79986 2.10619 3.78219
O 0.47108 2.68646 3.44654
C 0.98152 2.22600 2.21887
N 0.33497 0.73954 5.35295
H -1.48545 -1.26851 4.17439
H -2.56653 0.11574 3.84821
H -2.02932 -0.18346 5.45411
H 0.00062 0.21953 3.39639
H -1.32684 2.64937 4.56663
H -1.53519 2.28214 2.99706
H 0.21352 2.10430 1.45501
H 1.35051 1.20863 2.34882
H 1.84527 2.86101 2.02188
H 0.93756 1.54633 5.27495
H 0.96238 -0.04181 5.22667
*
```

Computed properties:
HOMO level   -8.93 eV
Structure (SMILES)   COC[C@H](C)N.COC[C@H](C)N.COC[C@H](C)N.COC[C@H](C)N.COC[C@H](C)N.COC[C@H](C)N.CCO.CCO
Max |F|   3.26 eV Å⁻¹
Molar mass   626.97 g mol⁻¹
E_LUMO   0.0166 Eh
Energy above the lowest of the compared OMol25 structures with the same formula, charge and spin   4.6514 eV

Molecular formula: C28H78O16
Method: DFT, ωB97M-V/def2-TZVPD

```
! RIJCOSX wB97M-V def2-TZVPD def2/J DEFGRID3
* xyz 0 1
C 5.52060 -22.52104 21.52412
C 5.51376 -23.95861 21.03110
C 5.95715 -24.89828 22.14296
O 4.14603 -24.26408 20.69127
H 5.23815 -21.76133 20.79847
H 6.40614 -22.27025 22.10234
H 4.70021 -22.49604 22.25324
H 6.15919 -24.03417 20.15005
H 6.96810 -24.65340 22.47761
H 5.87616 -25.95535 21.91172
H 5.32128 -24.65688 23.00206
H 4.09375 -25.22102 20.51693
C 2.04257 -27.01565 19.20127
C 2.55136 -27.17192 20.61765
C 2.06823 -28.43970 21.35522
O 3.98176 -27.15521 20.62736
H 2.40574 -26.13094 18.67606
H 0.94918 -26.99422 19.17927
H 2.36145 -27.87747 18.60192
H 2.19238 -26.32400 21.20856
H 2.17960 -29.29977 20.68744
H 1.05207 -28.31988 21.71904
H 2.78439 -28.59925 22.15919
H 4.32646 -27.92615 20.16377
C -2.79763 -24.40298 15.55149
C -2.52667 -24.52490 17.03613
C -1.10230 -24.09886 17.40954
O -3.45142 -23.69386 17.73014
H -2.76500 -23.37237 15.19075
H -3.78952 -24.79052 15.30942
H -2.09707 -24.96258 14.92180
H -2.67124 -25.54102 17.40652
H -0.39596 -24.37786 16.63080
H -0.85392 -24.55311 18.36971
H -1.07990 -23.02082 17.56382
H -3.27822 -22.75020 17.58942
C 4.45483 -22.96836 27.03136
C 4.57303 -23.07505 25.50617
C 3.27345 -22.74644 24.81729
O 5.58351 -22.18261 25.03260
H 5.40211 -23.22314 27.50893
H 3.66191 -23.65317 27.35118
H 4.12880 -21.99972 27.41636
H 4.89252 -24.10678 25.30081
H 3.09165 -21.67098 24.85496
H 2.39874 -23.23664 25.24624
H 3.26853 -23.04789 23.76898
H 6.40511 -22.38699 25.48754
C 1.80355 -26.24286 24.27727
C 0.34024 -26.24159 24.68919
C -0.57394 -27.07287 23.81895
O 0.33262 -26.77905 26.02220
H 2.40678 -25.61614 24.93382
H 1.89678 -25.80281 23.28072
H 2.27551 -27.22471 24.24134
H 0.02840 -25.19441 24.74122
H -1.58837 -27.15345 24.23166
H -0.29768 -28.12592 23.73019
H -0.73655 -26.63808 22.82835
H -0.57650 -26.97965 26.27001
C -0.95142 -20.03401 17.80099
C -2.17201 -19.95016 18.69073
C -2.73780 -18.53444 18.74138
O -3.15058 -20.83396 18.15494
H -0.11054 -19.38317 18.04069
H -1.21145 -19.85255 16.75402
H -0.50759 -21.03448 17.78204
H -1.91927 -20.22912 19.72121
H -3.39343 -18.38753 19.60408
H -3.29178 -18.29352 17.83298
H -1.98219 -17.75042 18.84355
H -3.89799 -20.90080 18.76012
C 3.52835 -22.18490 17.27546
C 3.22980 -23.29205 16.25492
O 2.23857 -24.17174 16.78548
O 4.39748 -22.65752 18.27119
H 2.55903 -21.81826 17.63795
H 3.98227 -21.36024 16.72455
H 4.17038 -23.79646 16.01547
H 2.82515 -22.84271 15.33800
H 1.88196 -24.69059 16.06055
H 3.95581 -23.36604 18.76167
C 0.94168 -19.46208 21.91001
C 2.29481 -19.81813 22.47742
O 2.92581 -18.70307 23.09190
O 0.05497 -19.11757 22.94963
H 0.64041 -20.40064 21.42014
H 1.05057 -18.71946 21.11180
H 2.92833 -20.29067 21.71311
H 2.17552 -20.63395 23.20086
H 3.69775 -19.04148 23.55784
H -0.83178 -19.10003 22.57680
C -4.29043 -26.12738 22.97848
C -3.69961 -24.88089 22.36106
O -2.84803 -24.15265 23.25312
O -4.85916 -25.93808 24.27906
H -3.53606 -26.91743 23.05948
H -5.14820 -26.43897 22.38225
H -4.46297 -24.21700 21.93798
H -3.08569 -25.13103 21.48507
H -2.35661 -23.48554 22.73611
H -4.26931 -25.37075 24.78694
C -1.33921 -22.57583 27.29630
C -1.46517 -23.63238 26.21191
O -2.79409 -24.14331 26.13968
O -1.62071 -23.14117 28.56476
H -1.97945 -21.70691 27.12381
H -0.29726 -22.24892 27.22637
H -0.75531 -24.42063 26.47750
H -1.24724 -23.18324 25.23682
H -3.07702 -24.10208 25.21889
H -2.57116 -23.09483 28.69472
C 1.04863 -23.33187 20.56312
C -0.42692 -23.41773 20.88325
O -0.66737 -22.87577 22.18979
O 1.74381 -23.63797 21.75697
H 1.33704 -22.32393 20.23681
H 1.33892 -24.00903 19.75359
H -0.63744 -24.49344 20.94203
H -1.13217 -22.87661 20.26165
H -0.07690 -23.29226 22.83115
H 2.68066 -23.78089 21.50604
*
```

Computed properties:
HOMO level   -9.60 eV
Structure (SMILES)   CC(C)O.CC(C)O.CC(C)O.CC(C)O.CC(C)O.CC(C)O.OCCO.OCCO.OCCO.OCCO.OCCO
Max |F|   1.61 eV Å⁻¹
Molar mass   670.92 g mol⁻¹
E_LUMO   0.0089 Eh
Energy above the lowest of the compared OMol25 structures with the same formula, charge and spin   0.3689 eV

The lowest max |F| belongs to which entry?
C28H78O16

The highest max |F| belongs to which entry?
C28H78N6O8

Number 1 is which compound?
C28H78F3FeN12O14